Computed, not measured: a 8-piece molecular cluster, C27H66F5NO9S overall, with the ωB97M-V functional and the def2-TZVPD basis.

Summary:
- Structure (SMILES): CCCCN(C(F)(F)C(F)F)S(=O)(=O)F.CC(C)O.CC(C)O.CC(C)O.CC(C)O.CC(C)O.CC(C)O.CC(C)O
- HOMO level: -9.796 eV
- Frontier orbital gap: 10.24 eV
- Spin multiplicity: 1
- LUMO level: 0.44 eV

Last column: Löwdin charge in e.
Atoms and positions in Å:
C 5.36773 1.07148 1.69780  -0.089
C 5.59950 2.55334 1.32515  -0.242
C 4.53194 3.49265 1.88973  -0.203
C 3.31861 3.54641 0.95485  -0.166
N 2.00951 3.73058 1.63655  -0.109
C 0.91729 3.06598 0.92151  -0.515
F 1.14218 3.05958 -0.40124  0.140
F -0.24144 3.69604 1.11346  0.127
C 0.81100 1.59236 1.44338  -0.287
F -0.42620 1.36879 1.91648  0.106
F 1.04899 0.73710 0.43466  0.094
S 1.60725 5.29335 2.06484  0.629
O 1.36027 6.07994 0.90943  -0.213
O 0.71998 5.24632 3.16352  -0.208
F 2.95932 5.81705 2.64155  -0.115
H 4.53084 0.97433 2.39385  0.065
H 5.16168 0.44984 0.82513  0.066
H 6.25082 0.66004 2.18596  0.071
H 6.56222 2.87436 1.72831  0.102
H 5.65363 2.66681 0.23854  0.109
H 4.21164 3.20589 2.89332  0.120
H 4.95413 4.49844 1.96116  0.094
H 3.43456 4.29340 0.16354  0.137
H 3.26944 2.58250 0.44054  0.126
H 1.51687 1.43429 2.26034  0.167
C 2.23703 -4.33844 0.01847  -0.055
C 2.93693 -3.39839 0.98513  -0.488
C 1.96586 -2.42327 1.62923  -0.066
O 3.98400 -2.68696 0.31382  -0.063
H 1.77002 -3.77081 -0.79180  0.085
H 2.94797 -5.02988 -0.43349  0.061
H 1.45692 -4.91098 0.52011  0.075
H 3.43581 -3.98045 1.76215  0.136
H 1.49281 -1.79959 0.86636  0.067
H 2.50108 -1.76066 2.31407  0.074
H 1.17954 -2.93903 2.17541  0.065
H 3.56954 -2.16828 -0.38451  0.080
C -2.72978 -5.26864 0.89487  -0.056
C -2.00925 -4.34462 1.86204  -0.488
C -2.97584 -3.37334 2.52212  -0.056
O -0.97356 -3.63198 1.18361  -0.068
H -3.19469 -4.67404 0.10434  0.061
H -2.03079 -5.96383 0.42797  0.078
H -3.50794 -5.84360 1.39964  0.081
H -1.50115 -4.93210 2.62947  0.136
H -3.45986 -2.75372 1.76299  0.070
H -2.44549 -2.71502 3.21124  0.078
H -3.75310 -3.90345 3.07449  0.080
H -1.39443 -3.10359 0.49536  0.093
C 6.41265 7.59636 5.83442  -0.062
C 6.85604 6.43547 4.95790  -0.500
C 7.37026 6.91822 3.61003  -0.062
O 5.78776 5.50737 4.77938  -0.059
H 5.59507 8.14110 5.35408  0.081
H 6.05063 7.23240 6.79578  0.079
H 7.23136 8.29490 6.01156  0.079
H 7.64022 5.87312 5.46690  0.137
H 6.57760 7.44491 3.07069  0.081
H 7.68712 6.07375 2.99713  0.075
H 8.21417 7.59911 3.72691  0.079
H 5.06850 5.96331 4.32795  0.068
C -3.60404 6.65346 0.10834  -0.061
C -2.84842 6.45946 -1.19788  -0.502
C -2.81911 4.99521 -1.61201  -0.060
O -1.52528 6.97404 -1.09080  -0.050
H -3.11134 6.10163 0.91379  0.080
H -3.61847 7.70700 0.38733  0.079
H -4.63293 6.29881 0.02955  0.078
H -3.32287 7.04989 -1.98381  0.135
H -2.30587 4.39949 -0.85189  0.070
H -2.27779 4.87546 -2.55073  0.079
H -3.82753 4.59704 -1.73635  0.078
H -1.06728 6.47682 -0.40194  0.069
C -5.43975 -3.64625 -2.93074  -0.060
C -5.80327 -3.56403 -1.45784  -0.492
C -7.16732 -2.92262 -1.25524  -0.059
O -4.80353 -2.84042 -0.73580  -0.071
H -5.39655 -2.64644 -3.36422  0.064
H -4.46263 -4.11452 -3.05916  0.078
H -6.17919 -4.22143 -3.48843  0.083
H -5.80300 -4.56471 -1.02148  0.135
H -7.16570 -1.90443 -1.65260  0.072
H -7.41268 -2.87352 -0.19376  0.079
H -7.94727 -3.48595 -1.76937  0.081
H -4.77715 -1.94562 -1.09321  0.089
C 4.80706 -7.92600 -3.82299  -0.065
C 4.57746 -7.29839 -2.45675  -0.504
C 5.03621 -8.21570 -1.33374  -0.063
O 3.20388 -6.95231 -2.28888  -0.060
H 4.23448 -8.85346 -3.91376  0.080
H 4.47671 -7.25189 -4.61320  0.078
H 5.86104 -8.15846 -3.98074  0.079
H 5.11783 -6.35239 -2.39571  0.138
H 4.46972 -9.15113 -1.35481  0.080
H 4.86786 -7.74566 -0.36480  0.077
H 6.09627 -8.45585 -1.42526  0.079
H 2.68475 -7.76273 -2.33516  0.087
C -9.02386 -1.14096 -6.14774  -0.061
C -8.66119 -1.03498 -4.67506  -0.500
C -8.97506 0.34402 -4.11643  -0.060
O -7.28328 -1.35347 -4.47557  -0.070
H -8.44526 -0.42012 -6.73217  0.081
H -8.79571 -2.13694 -6.52705  0.079
H -10.08343 -0.94017 -6.31006  0.080
H -9.21123 -1.78938 -4.10986  0.136
H -8.39500 1.10646 -4.64393  0.082
H -8.71285 0.39777 -3.05958  0.076
H -10.03327 0.58430 -4.22481  0.081
H -6.75884 -0.70704 -4.96190  0.091

***

Computed, not measured: a 7-piece molecular cluster, C27H66N3O20S6 overall, with the ωB97M-V functional and the def2-TZVPD basis.

Summary:
- Net charge: +1
- HOMO level: -11.647 eV
- Frontier orbital gap: 7.70 eV
- Spin multiplicity: 1
- LUMO level: -3.95 eV

Last column: Löwdin charge in e.
Atoms and positions in Å:
C -7.75065 -0.59614 10.11121  -0.070
C -6.87381 -0.01891 8.89414  -0.268
O -7.51327 -0.14544 7.60495  -0.168
C -7.96211 1.11611 7.07984  -0.145
C -6.98014 1.78581 6.00361  -0.227
N -5.73476 1.02518 5.71763  0.123
C -4.61324 1.40114 6.52814  -0.228
N -3.44213 0.79002 6.23408  0.218
N -4.59666 2.31997 7.64988  0.070
C -5.69688 3.33166 7.62975  -0.146
C -6.59310 3.31430 6.32398  -0.221
C -5.96296 4.03116 5.04244  -0.092
C -4.65670 4.88438 5.32466  -0.226
O -4.60279 6.12853 5.29744  0.036
H -7.19698 -0.32782 11.08467  0.090
H -7.82132 -1.72755 10.08737  0.086
H -8.76216 -0.07147 10.17745  0.089
H -6.58312 1.04239 9.18290  0.091
H -5.89063 -0.61819 8.84289  0.128
H -8.21891 1.87895 7.90243  0.137
H -8.96235 0.90887 6.55175  0.148
H -7.56412 1.83502 5.01295  0.163
H -5.87449 0.00902 5.66886  0.165
H -2.75283 0.52159 6.94297  0.150
H -3.30761 0.53152 5.24839  0.145
H -4.49267 1.85056 8.55659  0.143
H -6.39663 3.06995 8.50771  0.117
H -5.26402 4.35633 7.89990  0.144
H -7.59205 3.82436 6.57456  0.166
H -5.74591 3.23758 4.24978  0.124
H -6.74247 4.73576 4.58127  0.140
H -3.70921 4.32554 5.61778  0.108
O -2.23310 1.69999 1.06024  -0.286
S -0.96483 1.68238 1.74098  0.604
O -0.78567 0.98340 2.98946  -0.304
O -0.44817 3.20447 1.92241  -0.258
C -1.31901 4.13501 2.55890  -0.261
C -1.34073 3.93047 4.06090  -0.078
C 0.28778 1.15030 0.61156  -0.117
H -2.32579 4.07485 2.13521  0.115
H -0.93654 5.13367 2.33768  0.129
H -1.79999 2.97285 4.31931  0.050
H -1.91132 4.72185 4.55122  0.060
H -0.32583 3.92159 4.46443  0.093
H 0.18524 1.70687 -0.31805  0.072
H 0.14351 0.08546 0.42927  0.080
H 1.26456 1.32047 1.06272  0.084
O 1.13681 -0.03866 -2.30273  -0.285
S 1.63541 -0.82681 -3.40031  0.616
O 2.40676 -2.02302 -3.18441  -0.289
O 2.43996 0.13505 -4.41544  -0.255
C 3.50302 0.93866 -3.89627  -0.259
C 4.75495 0.11693 -3.65095  -0.064
C 0.29018 -1.21306 -4.48241  -0.110
H 3.18673 1.45882 -2.98757  0.116
H 3.71939 1.70298 -4.64599  0.108
H 4.60209 -0.60160 -2.84238  0.064
H 5.59139 0.76222 -3.37486  0.083
H 5.02335 -0.45324 -4.54341  0.087
H -0.27287 -0.30361 -4.68517  0.042
H -0.34423 -1.94339 -3.97979  0.082
H 0.68888 -1.63845 -5.40253  0.081
O -2.15490 0.78096 -5.52856  -0.291
S -2.83317 2.04049 -5.69349  0.609
O -4.25477 2.16520 -5.51514  -0.276
O -2.43055 2.66981 -7.12537  -0.263
C -2.62594 1.87687 -8.29796  -0.266
C -4.08626 1.83216 -8.70763  -0.074
C -2.03353 3.25581 -4.68512  -0.114
H -2.22419 0.86989 -8.15375  0.115
H -2.04449 2.34449 -9.09570  0.123
H -4.68479 1.29227 -7.97116  0.071
H -4.20143 1.32913 -9.66996  0.082
H -4.49759 2.84144 -8.78123  0.086
H -0.95822 3.19793 -4.84701  0.075
H -2.27004 3.03303 -3.64452  0.076
H -2.41591 4.24049 -4.95078  0.077
O 4.29499 -2.57914 -0.49531  -0.282
S 3.52188 -3.70023 -0.03133  0.601
O 2.72466 -3.62859 1.16590  -0.290
O 4.48175 -4.99705 0.06061  -0.265
C 5.68190 -4.90349 0.83089  -0.262
C 5.39836 -4.98371 2.31938  -0.073
C 2.49598 -4.27673 -1.35321  -0.133
H 6.23100 -3.99117 0.58099  0.117
H 6.31084 -5.74835 0.54054  0.109
H 4.84385 -4.10748 2.66183  0.068
H 6.32984 -5.03641 2.88689  0.081
H 4.79003 -5.86149 2.54964  0.083
H 3.10017 -4.37623 -2.25252  0.072
H 1.70964 -3.54095 -1.50959  0.056
H 2.05893 -5.23346 -1.06803  0.076
O 7.92832 -10.24402 -1.61130  -0.274
S 6.91167 -9.27422 -1.30572  0.602
O 7.11246 -8.25000 -0.31496  -0.288
O 5.52872 -10.04549 -0.98362  -0.266
C 5.53126 -11.05388 0.02805  -0.267
C 5.54124 -10.45080 1.42047  -0.076
C 6.38865 -8.50187 -2.81004  -0.119
H 6.37195 -11.73903 -0.11267  0.117
H 4.61609 -11.63554 -0.10363  0.123
H 6.48252 -9.93406 1.61825  0.070
H 5.41732 -11.22759 2.17794  0.081
H 4.74001 -9.71591 1.52866  0.083
H 6.19165 -9.27278 -3.55299  0.075
H 7.19487 -7.85078 -3.14791  0.078
H 5.49384 -7.91312 -2.61112  0.072
O 4.65042 4.18376 -5.26126  -0.287
S 3.96650 5.44011 -5.42928  0.601
O 2.54324 5.56091 -5.25292  -0.286
O 4.36939 6.07054 -6.86049  -0.263
C 4.17892 5.27658 -8.03310  -0.264
C 2.71940 5.22648 -8.44533  -0.076
C 4.75949 6.65852 -4.41968  -0.120
H 4.58406 4.27116 -7.88786  0.116
H 4.76002 5.74599 -8.82992  0.124
H 2.12148 4.68459 -7.70965  0.067
H 2.60778 4.72273 -9.40773  0.082
H 2.30452 6.23427 -8.52000  0.086
H 5.83497 6.60419 -4.57948  0.076
H 4.52178 6.43533 -3.37960  0.077
H 4.37416 7.64181 -4.68640  0.076